{
  "formula": "H17LiO9",
  "method": "ωB97M-V/def2-TZVPD",
  "elements": ["Li", "O", "H", "O", "H", "H", "O", "H", "H", "O", "H", "H", "O", "H", "H", "O", "H", "H", "O", "H", "H", "O", "H", "H", "O", "H", "H"],
  "xyz": [[-0.4048, -1.9248, 0.0579], [-0.7901, -0.0231, -0.3924], [-0.1759, 0.0748, 0.2782], [0.6478, 2.1716, 2.6792], [0.9286, 2.0684, 3.5985], [1.2916, 1.9678, 2.0105], [1.3022, -0.1746, -1.8452], [0.4181, -0.3286, -1.3384], [1.0620, 0.1488, -2.7718], [-3.0173, 0.3439, 0.8462], [-2.0390, 0.1737, 0.6871], [-2.9018, 0.3179, 1.7852], [2.1062, 1.4460, 0.3871], [1.7291, 1.4952, -0.4571], [2.8898, 2.1061, 0.5394], [0.6197, -2.8819, -1.6299], [0.9491, -1.8775, -1.8399], [1.1582, -3.2919, -2.2814], [0.2906, -1.4412, 2.1415], [-0.2339, -0.9432, 2.6854], [1.1717, -0.8787, 2.0950], [-0.7765, 2.0149, -0.7596], [-0.6212, 2.3439, 0.2032], [-0.4744, 1.0057, -0.5757], [-2.1280, -1.4257, -2.1050], [-1.3938, -1.5434, -2.5746], [-1.6080, -0.9440, -1.4237]],
  "forces_ev_per_a": [[-0.15, -0.47, 0.04], [-0.46, -8.45, 0.19], [2.09, -0.29, 3.20], [-1.51, 0.14, 0.97], [0.45, -0.01, -0.70], [0.90, -0.31, -0.31], [-1.00, -0.49, -1.60], [0.90, 1.31, -1.06], [0.27, -0.49, 1.98], [1.87, -0.67, 0.18], [-1.84, 0.58, -1.22], [-1.07, 0.27, 1.41], [3.24, 1.20, 3.65], [-0.66, 0.67, -2.37], [-2.45, -1.87, -1.15], [0.29, 4.03, 0.39], [-0.61, -2.40, 0.60], [0.58, -1.29, -0.69], [4.82, -0.33, -2.88], [-2.32, 2.04, 2.29], [-2.53, -1.70, 0.12], [1.85, 4.22, 2.44], [-0.68, -0.03, -2.55], [-1.25, 4.65, -2.32], [-3.14, 0.92, 3.64], [4.26, -1.67, -4.47], [-1.86, 0.44, 0.21]],
  "multiplicity": 1,
  "max_force_ev_per_a": 8.46,
  "gap_ha": 0.2967,
  "e_homo_ev": -8.56,
  "de_lowest_ev": 2.689,
  "total_energy_ha": -694.78978
}



{
  "formula": "C4H8",
  "method": "ωB97M-V/def2-TZVPD",
  "elements": ["C", "C", "H", "H", "H", "H", "C", "C", "H", "H", "H", "H"],
  "xyz": [[4.1950, -0.5356, -2.3346], [3.0213, -0.7337, -2.9402], [5.1840, -0.5639, -2.8061], [4.1403, -0.2306, -1.2833], [2.9520, -0.9683, -4.0085], [2.0908, -0.7143, -2.3614], [-3.8023, 0.8579, 3.2178], [-3.3975, 0.3758, 2.0319], [-4.5295, 0.3537, 3.8645], [-3.4322, 1.8393, 3.5358], [-3.7482, -0.5981, 1.6716], [-2.6739, 0.9178, 1.4123]],
  "forces_ev_per_a": [[-0.70, 0.44, 0.29], [0.53, -0.26, -0.15], [-0.57, -0.03, 0.04], [0.39, -0.31, -0.29], [-0.02, 0.02, 0.44], [0.37, 0.14, -0.33], [0.27, 0.15, -0.88], [-0.25, -0.06, 0.83], [0.38, 0.13, -0.33], [-0.20, -0.42, 0.07], [0.15, 0.43, 0.06], [-0.36, -0.22, 0.25]],
  "smiles": "C=C.C=C",
  "multiplicity": 1,
  "max_force_ev_per_a": 0.93,
  "gap_ha": 0.4199,
  "e_homo_ev": -10.15,
  "de_lowest_ev": 1.482,
  "total_energy_ha": -157.12949
}



{
  "formula": "C18H28N5O6SSiTc",
  "method": "ωB97M-V/def2-TZVPD",
  "elements": ["Tc", "O", "C", "C", "N", "C", "C", "O", "O", "C", "C", "O", "O", "H", "H", "H", "H", "H", "H", "H", "H", "H", "C", "Si", "C", "C", "C", "C", "C", "C", "N", "C", "S", "H", "H", "H", "H", "H", "H", "H", "H", "H", "H", "H", "H", "C", "N", "C", "C", "O", "N", "C", "N", "H", "H", "H", "H", "H", "H", "H"],
  "xyz": [[-0.4712, 0.1292, -1.2093], [-0.0078, -3.2311, -1.6009], [-0.9345, -3.2890, -0.5303], [-2.3267, -2.8334, -0.9381], [-2.3826, -1.5017, -1.5908], [-2.4337, -1.5790, -3.0639], [-1.0449, -1.4090, -3.6606], [-0.6043, -2.1294, -4.5266], [-0.3785, -0.4013, -3.1421], [-3.5274, -0.7184, -1.1019], [-3.3787, 0.7512, -1.5409], [-4.3339, 1.4120, -1.8450], [-2.1376, 1.1579, -1.5128], [-0.2774, -3.8362, -2.3036], [-1.0064, -4.3031, -0.1270], [-0.5352, -2.6318, 0.2461], [-2.7596, -3.5815, -1.6091], [-2.9388, -2.8126, -0.0366], [-2.8740, -2.5080, -3.4238], [-3.0265, -0.7469, -3.4494], [-4.4810, -1.0942, -1.4777], [-3.5391, -0.7246, -0.0111], [0.4815, 3.9464, 4.6205], [-0.3344, 2.5049, 3.7280], [-2.1991, 2.5610, 3.9647], [0.4342, 0.8668, 4.2508], [0.0177, 2.7614, 1.8624], [0.5585, 3.9365, 1.3447], [0.8673, 4.0774, -0.0079], [0.6511, 3.0132, -0.8507], [0.1408, 1.8769, -0.3676], [-0.1963, 1.7540, 0.9312], [-0.9166, 0.1811, 1.1612], [0.4991, 3.7393, 5.6924], [-0.0740, 4.8759, 4.4792], [1.5124, 4.1128, 4.3021], [-2.4508, 2.4617, 5.0231], [-2.7032, 1.7569, 3.4254], [-2.6051, 3.5119, 3.6159], [0.7842, 0.9232, 5.2834], [1.2844, 0.6082, 3.6181], [-0.2853, 0.0488, 4.1904], [0.7414, 4.7644, 2.0196], [1.2721, 5.0002, -0.3961], [0.8735, 3.0463, -1.9091], [4.3008, -2.8946, -2.0018], [3.3708, -1.9910, -1.3580], [3.5168, -1.4928, -0.0139], [2.3333, -0.5471, 0.0893], [2.1226, 0.1866, 1.0173], [1.5744, -0.6554, -1.0783], [2.3060, -1.4344, -1.9361], [2.0884, -1.5693, -3.2260], [5.0116, -3.2470, -1.2605], [4.8546, -2.3996, -2.8033], [3.7808, -3.7623, -2.4123], [4.4494, -0.9425, 0.1231], [3.4555, -2.2796, 0.7406], [1.2447, -1.2004, -3.6438], [2.6368, -2.2190, -3.7629]],
  "forces_ev_per_a": [[-1.35, -0.39, 0.38], [0.09, 0.10, -0.16], [-0.11, 0.10, -0.14], [0.15, -0.20, 0.04], [0.68, 0.30, 0.35], [0.31, 0.03, -0.21], [-0.44, -0.72, -0.23], [-0.03, 0.37, 0.19], [0.39, 0.47, 0.13], [-0.13, 0.53, -0.08], [-0.79, -0.91, 0.24], [0.33, 0.11, 0.05], [1.03, 0.40, -0.28], [0.02, 0.01, 0.03], [0.00, 0.05, 0.10], [0.02, -0.04, 0.00], [-0.09, 0.05, 0.00], [-0.06, 0.02, -0.02], [-0.03, -0.02, 0.09], [-0.06, -0.02, 0.02], [0.04, -0.10, 0.01], [0.02, -0.06, -0.01], [-0.14, -0.17, -0.13], [-0.04, 0.17, 0.12], [0.28, -0.07, 0.03], [-0.15, 0.15, -0.09], [0.01, -0.03, 0.16], [-0.08, -0.17, 0.12], [-0.02, -0.01, -0.05], [0.13, 0.15, -0.16], [0.15, 0.12, 0.24], [0.10, 0.13, -0.32], [0.02, -0.42, -0.48], [-0.01, 0.01, 0.00], [0.00, 0.00, -0.02], [0.01, -0.05, 0.01], [0.01, -0.02, 0.00], [0.01, 0.00, -0.01], [0.01, 0.00, -0.02], [-0.03, 0.04, 0.00], [0.04, 0.02, -0.01], [0.00, 0.00, -0.01], [0.04, 0.03, -0.06], [0.01, -0.02, -0.03], [0.00, -0.01, 0.02], [0.01, 0.02, -0.20], [0.00, -0.10, 0.09], [0.00, 0.03, 0.06], [0.15, 0.01, 0.18], [-0.02, -0.05, -0.01], [-0.42, 0.14, -0.08], [0.11, 0.09, 0.06], [-0.07, -0.15, -0.07], [0.00, 0.01, 0.01], [0.02, 0.02, 0.04], [-0.02, 0.00, 0.04], [0.00, 0.00, 0.00], [-0.05, 0.02, 0.00], [-0.07, 0.02, 0.02], [0.01, 0.02, 0.01]],
  "multiplicity": 4,
  "s_squared": 3.78,
  "max_force_ev_per_a": 1.46,
  "gap_ha": [0.2784, 0.2602],
  "e_homo_ev": [-11.51, -11.68],
  "total_charge": 1,
  "de_lowest_ev": 0.923,
  "total_energy_ha": -2196.33685
}